{"formula": "C6H7N", "method": "wB97M-V/def2-TZVPD", "symbols": ["C", "C", "C", "C", "C", "C", "N", "H", "H", "H", "H", "H", "H", "H"], "positions_angstrom": [[0.306548, -2.853448, -0.035208], [0.485907, -1.670713, 0.059882], [2.350918, 0.211339, -0.015552], [0.436746, -0.211455, 0.038585], [-0.027657, 0.520112, 1.280447], [0.060344, 0.619453, -1.260316], [3.506883, 0.515210, -0.082857], [0.395337, -3.833394, 0.145177], [-1.173528, 0.502490, 1.179500], [0.304983, 1.417173, 1.371237], [0.221910, 0.088384, 2.288305], [0.366555, 0.055672, -2.200955], [0.653096, 1.528878, -1.243046], [-0.993913, 0.722641, -1.217028]], "atomic_forces_ev_per_a": [[0.468, 2.913, 0.212], [-1.178, 1.132, -0.669], [1.660, 0.296, 0.064], [4.666, 1.738, -0.602], [-3.744, -6.368, 0.703], [1.610, -2.613, -0.167], [-4.651, -1.192, 0.259], [-0.049, -3.142, 0.168], [1.491, 0.253, 0.388], [1.938, 5.979, -0.235], [-0.184, -0.360, -1.248], [-0.496, 0.610, 1.276], [-0.518, 0.212, 0.124], [-1.015, 0.542, -0.274]], "mulliken_charge": [-0.075, -1.046, 0.100, 1.235, -1.317, -1.182, -0.473, 0.518, 0.332, 0.450, 0.348, 0.311, 0.357, 0.441], "de_lowest_kcal_mol": 112.2, "mol_weight_g_mol": 93.13, "homo_lumo_gap_ev": 10.80, "homo_energy_ev": -10.6, "charge": 0}